[1]
Computed, not measured: a structure of composition C7H11O5PZn, with ωB97M-V/def2-TZVPD.

Output
Orbital gap: 10.09 eV
Highest occupied orbital energy: -18.232 eV
Charge: +2
Multiplicity: 1
Energy above the lowest of the compared OMol25 structures with the same formula, charge and spin: 0.2242 eV

Atoms and positions in Å:
1 Zn 0.067 -0.262 -1.852
2 O 0.137 2.908 -3.208
3 C 0.099 1.938 -2.594
4 C 0.081 -2.548 -2.316
5 O 0.110 -3.692 -2.454
6 C 2.303 -0.288 -2.188
7 O 3.425 -0.398 -2.377
8 C -2.177 -0.288 -2.238
9 O -3.287 -0.410 -2.479
10 H 0.070 -0.020 -3.777
11 H 0.071 -0.798 -3.704
12 C 1.377 -0.446 2.534
13 P -0.035 0.150 1.621
14 C -1.495 -0.540 2.389
15 C -0.097 1.938 1.687
16 O 0.054 -0.270 0.146
17 H 1.303 -1.537 2.573
18 H 1.442 -0.070 3.564
19 H 2.281 -0.157 1.991
20 H -1.697 -0.161 3.401
21 H -2.357 -0.329 1.748
22 H -1.349 -1.624 2.451
23 H -0.974 2.284 1.125
24 H -0.165 2.285 2.732
25 H 0.815 2.337 1.226



[2]
Computed, not measured: a structure of composition C50H45As2N8OPPd, with ωB97M-V/def2-TZVPD.

Output
Orbital gap: 4.97 eV
Highest occupied orbital energy: -11.706 eV
Charge: +2
Multiplicity: 1

Atoms and positions in Å:
1 Pd -0.602 -0.359 -1.449
2 C 9.204 -0.441 8.338
3 O 9.392 -0.460 6.925
4 C 8.298 -0.459 6.141
5 C 8.532 -0.516 4.766
6 C 7.478 -0.522 3.884
7 C 6.159 -0.468 4.348
8 C 5.936 -0.413 5.715
9 C 6.991 -0.406 6.617
10 C 5.070 -0.455 3.371
11 N 5.224 -0.473 2.063
12 C 3.960 -0.425 1.554
13 C 3.018 -0.375 2.545
14 N 3.742 -0.395 3.715
15 C 1.621 -0.274 2.284
16 C 0.615 -0.222 3.260
17 C -0.686 -0.030 2.881
18 C -0.982 0.086 1.524
19 N -0.059 -0.020 0.580
20 C 1.237 -0.201 0.931
21 C 2.209 -0.314 -0.119
22 N 1.749 -0.328 -1.387
23 C 2.615 -0.522 -2.365
24 C 3.991 -0.655 -2.156
25 C 4.477 -0.591 -0.878
26 C 3.570 -0.435 0.179
27 H 10.197 -0.486 8.770
28 H 8.625 -1.307 8.666
29 H 8.709 0.479 8.654
30 H 9.557 -0.559 4.421
31 H 7.655 -0.571 2.818
32 H 4.930 -0.374 6.119
33 H 6.787 -0.359 7.676
34 H 3.382 -0.387 4.654
35 H 0.866 -0.330 4.308
36 H -1.483 0.036 3.608
37 H -1.984 0.287 1.202
38 H 2.226 -0.573 -3.367
39 H 4.647 -0.810 -3.001
40 H 5.534 -0.677 -0.658
41 C -2.023 -0.185 -5.225
42 As -0.666 -0.481 -3.899
43 C 0.167 -2.106 -4.494
44 C 0.632 0.922 -4.270
45 C 1.464 0.864 -5.380
46 C 2.507 1.777 -5.505
47 C 2.709 2.744 -4.529
48 C 1.842 2.837 -3.444
49 C 0.798 1.935 -3.330
50 As -0.551 2.011 -1.952
51 C -0.168 3.544 -0.873
52 C -2.029 2.599 -3.045
53 H -1.491 -0.255 -6.173
54 H -2.481 0.791 -5.115
55 H -2.783 -0.960 -5.160
56 H 0.589 -1.948 -5.484
57 H -0.600 -2.878 -4.546
58 H 0.930 -2.417 -3.788
59 H 1.329 0.104 -6.140
60 H 3.173 1.715 -6.356
61 H 3.533 3.439 -4.618
62 H 1.988 3.618 -2.709
63 H 0.730 3.397 -0.278
64 H -1.017 3.714 -0.213
65 H -0.050 4.374 -1.566
66 H -1.621 3.067 -3.938
67 H -2.624 3.318 -2.491
68 H -2.651 1.743 -3.290
69 N -3.136 -5.772 -1.925
70 C -2.147 -5.181 -1.891
71 N -0.988 -4.536 -1.878
72 C -0.628 -3.395 -1.597
73 N -0.136 -2.341 -1.331
74 N -2.577 -0.111 -1.615
75 P -3.799 -0.125 -0.543
76 C -5.246 -0.339 -1.579
77 C -5.280 0.253 -2.844
78 C -6.419 0.156 -3.623
79 C -7.529 -0.530 -3.144
80 C -7.487 -1.139 -1.899
81 C -6.345 -1.052 -1.112
82 C -4.035 1.504 0.271
83 C -4.128 1.758 1.639
84 C -4.261 3.061 2.110
85 C -4.289 4.126 1.225
86 C -4.203 3.887 -0.142
87 C -4.080 2.588 -0.609
88 C -3.845 -1.397 0.730
89 C -3.011 -2.493 0.542
90 C -2.986 -3.530 1.464
91 C -3.798 -3.473 2.586
92 C -4.661 -2.398 2.768
93 C -4.696 -1.367 1.841
94 H -4.409 0.774 -3.222
95 H -6.446 0.613 -4.604
96 H -8.425 -0.596 -3.747
97 H -8.343 -1.690 -1.533
98 H -6.323 -1.553 -0.152
99 H -4.091 0.951 2.356
100 H -4.357 3.239 3.174
101 H -4.389 5.138 1.595
102 H -4.248 4.714 -0.840
103 H -4.053 2.401 -1.672
104 H -2.404 -2.530 -0.339
105 H -2.343 -4.385 1.300
106 H -3.779 -4.277 3.309
107 H -5.316 -2.367 3.629
108 H -5.406 -0.561 1.974



[3]
Computed, not measured: a cluster of 2 separate species, C3H10NS in total, with ωB97M-V/def2-TZVPD.

Output
Orbital gap: 6.26 eV
Highest occupied orbital energy: -15.197 eV
Charge: +1
Multiplicity: 1
Energy above the lowest of the compared OMol25 structures with the same formula, charge and spin: 5.5624 eV

Atoms and positions in Å:
1 C 1.001 1.179 0.650
2 C 0.807 -0.110 1.399
3 C -0.664 -0.679 1.180
4 S -1.018 -0.542 -0.533
5 N 1.373 0.807 -0.726
6 H 1.814 1.736 1.123
7 H 0.040 1.687 0.580
8 H 1.440 -0.939 1.068
9 H 0.866 -0.087 2.488
10 H -0.728 -1.698 1.575
11 H -1.422 -0.156 1.787
12 H -1.986 -0.813 -5.511
13 H 1.537 1.657 -1.257
14 H 0.666 0.096 -1.030
15 H -2.703 -0.897 -5.562



[4]
Computed, not measured: the molecule C5H11NO, with ωB97M-V/def2-TZVPD.

Output
Orbital gap: 8.40 eV
Highest occupied orbital energy: -7.884 eV
Multiplicity: 1
Energy above the lowest of the compared OMol25 structures with the same formula, charge and spin: 4.1743 eV

Atoms and positions in Å:
1 C 1.742 0.924 0.334
2 C 1.315 -0.287 -0.492
3 O 1.991 -0.786 -1.400
4 H 0.974 -1.076 0.384
5 H 1.946 1.755 -0.342
6 H 0.972 1.226 1.041
7 H 2.654 0.663 0.870
8 C -1.352 -1.009 1.187
9 N -0.993 1.324 -0.578
10 C -0.463 0.052 -0.982
11 C -0.647 -1.064 -0.128
12 H -0.550 2.083 -1.080
13 H -1.996 1.384 -0.717
14 H -0.398 -0.151 -2.048
15 H -0.525 -2.039 -0.585
16 H -2.415 -1.223 1.019
17 H -1.287 -0.021 1.637
18 H -0.968 -1.757 1.882



[5]
Computed, not measured: the molecule C3H6INO, with ωB97M-V/def2-TZVPD.

Output
Structure (SMILES): [H]/N=C(/CI)OC
Orbital gap: 9.57 eV
Highest occupied orbital energy: -9.525 eV
Multiplicity: 1
Energy above the lowest of the compared OMol25 structures with the same formula, charge and spin: 0.8741 eV

Atoms and positions in Å:
1 C 0.114 -0.021 0.510
2 C -0.254 -0.686 -1.635
3 C 0.787 1.019 1.345
4 N -0.680 -0.814 1.076
5 O 0.555 0.023 -0.734
6 I -0.479 2.858 1.096
7 H 0.034 -0.635 -2.645
8 H -1.160 -0.306 -1.598
9 H -0.333 -1.704 -1.206
10 H 1.842 1.122 0.956
11 H 0.806 0.676 2.349
12 H -1.234 -1.531 0.485



[6]
Computed, not measured: a structure of composition C40H35F3N4RhTe, with ωB97M-V/def2-TZVPD.

Output
Orbital gap (alpha / beta): 5.32 / 5.31 eV
Highest occupied orbital energy (alpha / beta): -3.665 / -3.656 eV
Charge: -1
Multiplicity: 1
Energy above the lowest of the compared OMol25 structures with the same formula, charge and spin: 1.3274 eV

Atoms and positions in Å:
1 Rh -0.351 0.307 -0.024
2 C 2.119 1.020 -4.139
3 C 2.633 0.533 -2.785
4 C 2.997 1.657 -1.853
5 C 4.308 2.103 -1.757
6 C 4.646 3.138 -0.901
7 C 3.667 3.728 -0.119
8 C 2.343 3.308 -0.185
9 C 1.312 3.937 0.717
10 C 0.875 5.322 0.250
11 C 2.019 2.283 -1.076
12 N 0.676 1.831 -1.165
13 C -0.156 2.536 -1.862
14 C -1.501 2.119 -1.943
15 C -2.631 2.643 -2.576
16 C -3.679 1.784 -2.240
17 C -3.135 0.785 -1.427
18 N -1.822 0.983 -1.246
19 H 1.926 0.181 -4.811
20 H 2.846 1.678 -4.618
21 H 1.187 1.574 -4.025
22 H 3.513 -0.100 -2.924
23 H 1.869 -0.082 -2.304
24 H 5.074 1.609 -2.344
25 H 5.676 3.462 -0.820
26 H 3.931 4.512 0.583
27 H 1.739 4.001 1.722
28 H 0.449 3.275 0.803
29 H 1.730 5.996 0.159
30 H 0.165 5.766 0.949
31 H 0.393 5.273 -0.729
32 H 0.176 3.434 -2.385
33 H -2.668 3.528 -3.192
34 H -4.712 1.860 -2.541
35 H -3.644 -0.042 -0.958
36 F -8.635 -2.619 1.470
37 C -7.632 -3.179 2.178
38 F -7.792 -2.791 3.462
39 F -7.867 -4.515 2.164
40 C -6.284 -2.831 1.641
41 C -5.176 -2.859 2.488
42 C -3.923 -2.584 1.987
43 C -3.741 -2.272 0.624
44 C -4.870 -2.259 -0.216
45 C -6.123 -2.535 0.290
46 C -2.450 -1.992 0.150
47 C -1.278 -1.758 -0.151
48 H -5.299 -3.092 3.538
49 H -3.056 -2.612 2.634
50 H -4.748 -2.020 -1.264
51 H -6.982 -2.512 -0.367
52 Te 1.521 0.192 1.879
53 C 3.445 -0.060 1.051
54 C 3.685 -0.942 0.003
55 C 4.962 -1.137 -0.498
56 C 6.036 -0.442 0.040
57 C 5.810 0.452 1.077
58 C 4.530 0.643 1.574
59 H 2.850 -1.475 -0.430
60 H 5.118 -1.840 -1.310
61 H 7.036 -0.592 -0.347
62 H 6.635 1.014 1.500
63 H 4.367 1.356 2.374
64 N 4.281 -5.159 -2.113
65 C 3.361 -4.561 -1.764
66 C 2.219 -3.810 -1.340
67 C 1.799 -3.861 -0.007
68 C 0.700 -3.132 0.390
69 C -0.001 -2.348 -0.538
70 C 0.442 -2.284 -1.866
71 C 1.547 -3.011 -2.269
72 H 2.346 -4.460 0.709
73 H 0.373 -3.156 1.419
74 H -0.110 -1.682 -2.576
75 H 1.889 -2.963 -3.293
76 C -3.415 -0.078 4.717
77 C -1.955 -0.168 4.280
78 C -1.759 0.276 2.906
79 N -1.601 0.624 1.823
80 H -3.518 -0.432 5.742
81 H -4.058 -0.678 4.075
82 H -3.768 0.951 4.672
83 H -1.571 -1.190 4.342
84 H -1.312 0.443 4.916



[7]
Computed, not measured: a cluster of 2 separate species, C5H14NO2P in total, with ωB97M-V/def2-TZVPD.

Output
Structure (SMILES): CCOP1O[C@H]1C.CN
Orbital gap: 10.10 eV
Highest occupied orbital energy: -9.079 eV
Multiplicity: 1
Energy above the lowest of the compared OMol25 structures with the same formula, charge and spin: 0.6663 eV

Atoms and positions in Å:
1 C 2.928 2.042 -0.333
2 C 0.365 -3.332 0.375
3 C -2.711 1.113 -0.001
4 C 1.477 1.851 0.077
5 C 0.308 -1.831 0.297
6 N -3.168 -0.247 -0.234
7 O 0.496 -1.278 -0.999
8 O 1.220 0.583 0.647
9 P 1.761 -0.821 -0.029
10 H 3.080 3.054 -0.696
11 H 3.583 1.863 0.517
12 H 3.183 1.336 -1.123
13 H -0.570 -3.751 0.004
14 H 0.511 -3.657 1.403
15 H 1.179 -3.707 -0.242
16 H -2.283 1.173 1.000
17 H -1.927 1.341 -0.722
18 H -3.498 1.877 -0.088
19 H 0.822 1.998 -0.790
20 H 1.198 2.572 0.852
21 H -0.505 -1.358 0.845
22 H -3.912 -0.485 0.415
23 H -3.535 -0.336 -1.175



no.,energy (eV),molar mass (g/mol)
1,-75364.8847,271.52
2,-200979.9414,1061.20
3,-15586.5393,92.19
4,-8897.5231,101.15
5,-14845.1620,198.99
6,-66463.0720,859.25
7,-20285.3689,151.15